Entry 1:
Here is a structure of composition C28H36Cl3GeN5ORu in a non-equilibrium geometry from the OMol25 dataset. Energies are from the ωB97M-V functional and the def2-TZVPD basis.

Structure (XYZ):
```
75
Properties=species:S:1:pos:R:3:forces:R:3
Ru 0.110178 -0.071745 0.184964 1.467 -0.457 0.292
C 0.653734 -2.676392 -1.494766 0.056 0.056 -0.017
N 0.430349 -2.538392 -0.044026 -0.562 -0.097 0.158
C -0.633727 -3.443955 0.423841 -0.001 -0.105 -0.040
C -1.992984 -3.060747 -0.082765 0.002 -0.055 -0.037
C -3.079404 -3.926257 0.024151 0.025 -0.014 0.018
C -4.293710 -3.527254 -0.498246 0.016 0.011 -0.001
C -4.383712 -2.286973 -1.123051 -0.003 -0.003 0.018
C -3.256828 -1.491052 -1.154261 -0.006 0.029 -0.015
N -2.084759 -1.863480 -0.632753 -0.194 0.046 -0.273
C 1.614567 -2.835600 0.767811 0.077 0.095 -0.107
C 2.680082 -1.819607 0.499253 -0.146 -0.106 -0.104
C 4.014575 -2.020207 0.820814 0.000 -0.037 -0.097
C 4.942730 -1.073057 0.434912 0.029 -0.005 0.010
C 4.513932 0.030755 -0.291367 -0.011 -0.009 -0.041
C 3.165947 0.168423 -0.539736 0.111 0.006 -0.050
N 2.256467 -0.722123 -0.127925 -0.318 0.311 0.548
C 0.274625 -1.499741 -2.385653 -0.035 -0.059 -0.051
C 0.175832 -1.748638 -3.748414 -0.016 -0.011 -0.002
C -0.209387 -0.742103 -4.613460 -0.007 -0.006 -0.001
C -0.508469 0.505003 -4.089327 -0.003 0.016 0.002
C -0.380038 0.686893 -2.728168 0.048 -0.007 -0.071
N 0.028543 -0.274118 -1.893964 -0.188 -0.030 0.057
H 0.086962 -3.535893 -1.865200 0.027 0.014 -0.010
H 1.704335 -2.908844 -1.689631 0.032 0.025 0.038
H -0.636495 -3.437058 1.515629 -0.027 0.071 -0.015
H -0.417205 -4.473435 0.101735 0.035 0.009 0.067
H -2.963336 -4.887650 0.507878 -0.008 -0.006 -0.012
H -5.159628 -4.172225 -0.429468 0.006 -0.009 -0.007
H -5.308503 -1.946669 -1.567344 -0.005 0.002 0.010
H -3.280730 -0.502051 -1.602038 -0.008 -0.020 0.002
H 2.002798 -3.840963 0.554871 0.022 0.013 0.017
H 1.325602 -2.810277 1.820638 -0.041 0.027 -0.010
H 4.309796 -2.915370 1.351553 -0.008 -0.005 -0.003
H 5.989914 -1.199900 0.675012 -0.005 -0.003 0.007
H 5.209172 0.777545 -0.647160 -0.015 0.006 -0.002
H 2.778247 1.015530 -1.085873 0.011 0.075 -0.004
H 0.382063 -2.744260 -4.119595 0.005 0.003 0.004
H -0.295061 -0.933691 -5.674562 0.008 0.002 0.000
H -0.836546 1.322932 -4.714884 -0.005 -0.004 0.007
H -0.607646 1.632133 -2.265785 -0.015 0.072 0.032
C -2.040007 2.369465 2.064532 -0.007 -0.062 0.048
C -2.782760 1.157054 2.651307 -0.006 0.016 -0.027
C -2.672875 0.078505 1.564811 0.083 -0.069 0.073
O -1.886100 0.670944 0.481508 -0.113 -0.002 -0.126
C -2.128011 2.092763 0.580598 0.062 -0.042 -0.145
H -0.991853 2.373302 2.373393 -0.057 -0.033 0.004
H -2.490234 3.320148 2.346243 0.005 -0.009 -0.016
H -3.828742 1.401075 2.834160 0.003 -0.009 0.017
H -2.348009 0.820413 3.590146 0.038 -0.003 -0.004
H -3.640276 -0.189104 1.137660 -0.003 0.020 0.060
H -2.154415 -0.818930 1.895799 -0.091 0.072 -0.029
H -3.129743 2.286067 0.183849 -0.019 0.004 0.039
H -1.393653 2.600568 -0.041249 -0.101 -0.064 0.049
C 0.522959 3.869503 -2.112805 -0.011 0.021 0.047
Ge 1.188624 3.377218 -0.336725 0.124 0.111 -0.087
C 3.127296 3.685675 -0.314121 -0.045 -0.029 -0.008
C 0.387442 4.559885 1.003773 0.024 0.051 -0.025
C 0.891466 1.556440 0.406345 -0.476 0.191 -0.202
H 0.799741 4.912389 -2.278380 0.004 -0.009 0.010
H -0.562186 3.805112 -2.198208 -0.009 -0.001 0.003
H 0.980598 3.274225 -2.901774 0.002 -0.018 -0.010
H 3.302576 4.760469 -0.251490 0.004 -0.010 -0.001
H 3.612176 3.324047 -1.221622 -0.013 -0.033 0.002
H 3.596626 3.215122 0.550272 -0.006 -0.006 0.005
H 0.851414 5.541712 0.898621 -0.020 0.006 0.017
H 0.572283 4.204065 2.017559 0.010 -0.004 -0.019
H -0.686886 4.677291 0.863077 0.027 -0.017 0.006
H 1.440873 1.601760 1.361861 0.031 -0.049 0.079
Cl 0.877189 -0.724670 6.060702 -0.008 0.007 -0.031
C 0.845376 -0.075340 4.508110 0.004 -0.008 -0.022
Cl 1.601348 1.444679 4.298282 -0.012 -0.024 0.002
Cl -0.639261 -2.386100 3.878177 -0.021 -0.092 0.059
C 0.262012 -0.670875 3.338540 -0.148 0.044 0.045
N 0.192756 -0.324374 2.193440 0.390 0.202 -0.130
```
Forces are in eV/Å.

Properties
Kohn-Sham gap (spin up / spin down) = 0.2633 / 0.2635 Ha
Charge = +1
⟨S²⟩ = 0.7655
Spin multiplicity = 2
Highest occupied orbital energy (spin up / spin down) = -9.95 / -10.07 eV

Atomic partial charges in e from the Löwdin method, atoms 1 to 2: atom 1 (Ru): 1.220, atom 2 (C): -0.106

---

Entry 2:
Here is a structure of composition C30H48As2O11PtS6SeSi from the OMol25 dataset. Energies are from the ωB97M-V functional and the def2-TZVPD basis.

Structure (XYZ):
```
100
Properties=species:S:1:pos:R:3:forces:R:3
Pt 1.693581 -1.311476 -0.420465 -0.282 0.258 -0.366
C 2.158034 1.194436 2.848951 0.006 -0.003 0.020
C 1.567379 -0.004607 3.579676 0.054 0.007 -0.017
C 0.508783 0.438065 4.583570 -0.016 -0.010 0.023
C 2.673808 -0.798449 4.267272 0.026 0.021 0.043
O 0.950490 -0.794619 2.568146 -0.098 -0.021 -0.059
Si 0.223688 -2.237524 2.449460 0.008 0.081 0.234
S 0.144464 -2.810689 0.430884 0.018 -0.082 -0.078
O -1.281028 -2.226028 3.140782 -0.020 -0.042 -0.068
C -2.516052 -1.669469 2.677231 0.045 0.036 0.062
C -3.327089 -2.807894 2.068784 -0.024 -0.010 0.001
C -2.301692 -0.552000 1.665248 -0.032 0.056 -0.077
C -3.215674 -1.124468 3.917856 -0.026 0.008 -0.012
O 1.041514 -3.264673 3.441365 0.077 -0.037 -0.024
C 0.793292 -4.601340 3.845474 -0.056 0.011 -0.021
C 2.145759 -5.305083 3.841266 0.010 -0.007 0.005
C -0.172395 -5.319046 2.904311 -0.007 -0.031 0.005
C 0.208524 -4.548267 5.254586 -0.020 0.001 0.024
H 2.670675 1.857962 3.550954 -0.002 0.000 0.003
H 1.375827 1.752846 2.333683 0.010 -0.009 -0.006
H 2.871834 0.843006 2.100357 0.002 0.006 0.007
H 0.959201 1.052440 5.367488 0.005 0.006 -0.011
H 0.038044 -0.431846 5.047568 -0.001 -0.011 -0.003
H -0.259763 1.027044 4.080658 -0.013 0.001 -0.020
H 3.231776 -0.138940 4.938082 0.005 -0.007 -0.006
H 3.351324 -1.205918 3.515541 -0.003 -0.007 -0.010
H 2.265286 -1.629169 4.842322 -0.009 -0.001 -0.005
H -2.769417 -3.253160 1.244554 0.018 -0.004 -0.029
H -4.286344 -2.444423 1.692403 -0.005 0.000 0.005
H -3.513196 -3.578307 2.821509 -0.001 -0.006 -0.007
H -1.797923 -0.912833 0.767377 -0.020 -0.004 0.031
H -1.690742 0.249131 2.080079 0.039 0.043 0.030
H -3.264082 -0.126582 1.373958 -0.038 0.036 0.002
H -3.335345 -1.917275 4.659854 0.004 -0.004 -0.001
H -4.199522 -0.725268 3.661969 -0.002 -0.001 -0.003
H -2.620836 -0.322776 4.357493 0.009 -0.003 -0.006
H 2.571124 -5.269482 2.837624 0.000 0.002 -0.007
H 2.047545 -6.347915 4.154447 -0.010 -0.001 0.007
H 2.832834 -4.794370 4.518091 0.001 0.011 -0.001
H 0.231085 -5.349339 1.892166 0.007 0.003 0.002
H -1.132740 -4.801349 2.876791 0.004 -0.004 0.002
H -0.340209 -6.341321 3.253712 0.013 -0.003 0.001
H 0.900750 -4.032864 5.923247 0.005 0.003 -0.001
H 0.024409 -5.553158 5.644167 0.008 -0.008 -0.007
H -0.731060 -3.993902 5.237286 -0.004 0.002 -0.008
C 5.010599 1.832041 -1.253669 -0.053 0.043 0.044
O 3.831092 1.965311 -2.038259 0.032 -0.055 -0.115
C 2.856797 1.049378 -1.866870 0.022 0.222 0.131
O 3.104164 0.085971 -1.085350 0.130 -0.034 0.066
C 1.652311 1.286759 -2.546559 -0.095 -0.071 -0.093
C 1.392241 2.364547 -3.406836 -0.051 0.097 -0.110
As -0.307789 3.317095 -3.330919 0.053 0.026 -0.013
C -0.554948 3.662602 -5.267485 -0.006 0.021 0.045
C -1.551664 1.795176 -3.277650 -0.038 -0.082 -0.029
C -1.356905 0.633420 -2.653768 -0.032 -0.084 0.121
As 0.367967 -0.061986 -2.077255 0.271 -0.236 0.039
C 0.577714 -1.236141 -3.655035 -0.056 0.072 0.051
C -2.469067 -0.349447 -2.553908 0.092 0.048 -0.106
O -3.559236 -0.240801 -3.063315 -0.039 -0.008 0.042
O -2.089955 -1.416198 -1.839708 -0.033 -0.009 0.009
C -3.065329 -2.442548 -1.672183 0.007 0.005 0.008
C -2.857269 2.191584 -3.910699 0.080 0.119 -0.032
O -3.558419 3.040829 -3.438377 -0.055 -0.060 0.021
O -3.136502 1.740810 -5.157216 0.015 0.070 -0.062
C -2.382716 0.710845 -5.780253 -0.076 -0.062 0.057
C 2.374532 3.190067 -4.093010 0.075 -0.053 0.349
O 2.266875 4.402350 -4.184024 -0.036 -0.007 -0.114
O 3.461334 2.632611 -4.703221 -0.062 0.032 -0.243
C 3.516508 1.247725 -5.004866 0.043 0.026 0.059
H 5.792363 2.361601 -1.795195 -0.029 0.024 -0.004
H 5.280530 0.788358 -1.113016 0.009 -0.012 0.004
H 4.852982 2.302700 -0.281510 0.029 -0.070 0.031
H 0.150504 4.447088 -5.531192 -0.002 0.001 -0.001
H -1.572242 4.015275 -5.436258 0.005 -0.007 -0.013
H -0.358946 2.778643 -5.873573 0.002 -0.002 -0.010
H 0.445452 -0.662227 -4.573845 0.000 -0.010 -0.008
H -0.143634 -2.051583 -3.607880 -0.008 -0.005 -0.009
H 1.584024 -1.651570 -3.611593 -0.007 0.003 0.001
H -2.554671 -3.231863 -1.129874 0.003 -0.012 0.018
H -3.417710 -2.791393 -2.643145 -0.006 -0.002 0.005
H -3.910758 -2.064411 -1.098347 -0.005 -0.005 -0.002
H -2.964428 -0.211086 -5.752504 0.038 -0.019 0.005
H -1.423663 0.545182 -5.295510 0.026 0.015 -0.003
H -2.214386 1.013518 -6.813599 -0.024 0.004 0.007
H 4.279310 0.777564 -4.382115 -0.032 -0.062 0.008
H 3.797063 1.152605 -6.055944 0.033 0.017 0.020
H 2.564156 0.751261 -4.837360 -0.021 0.006 -0.022
Se 3.416380 -2.636958 0.531903 0.125 -0.122 0.137
C 0.946711 5.726445 -0.657040 0.030 0.078 -0.051
S 0.069698 5.816183 0.922027 0.016 -0.026 -0.024
C -1.361505 4.878313 0.558674 0.007 -0.014 -0.037
C -1.391838 3.552824 0.245280 0.060 -0.031 0.002
S -0.099951 2.441980 0.085721 -0.042 -0.014 0.079
S -3.019404 2.953035 -0.042670 -0.054 -0.032 0.067
C -3.918768 4.384892 0.273014 -0.057 -0.016 -0.137
S -5.580369 4.478893 0.229776 0.059 0.003 0.042
S -2.894218 5.717175 0.594443 -0.024 0.031 0.080
H 1.863968 6.305476 -0.544338 0.001 -0.005 0.008
H 0.344155 6.150729 -1.457885 0.001 -0.004 0.011
H 1.190937 4.690250 -0.883786 -0.008 -0.011 0.014
```
Forces are in eV/Å.

Properties
Kohn-Sham gap (spin up / spin down) = 0.2145 / 0.2061 Ha
Charge = -2
⟨S²⟩ = 2.0132
Spin multiplicity = 3
Highest occupied orbital energy (spin up / spin down) = -1.90 / -2.06 eV

Atomic partial charges in e from the Löwdin method, atoms 1 to 2: atom 1 (Pt): 0.259, atom 2 (C): -0.034